[1]
Molecular formula: C34H102N2O29
Method: DFT, ωB97M-V/def2-TZVPD

```
! RIJCOSX wB97M-V def2-TZVPD def2/J DEFGRID3
* xyz 0 1
C 1.97814 0.31349 -0.70282
C 1.29321 0.12196 0.64508
C -0.17925 -0.24677 0.39365
O -0.99692 0.76734 -0.12401
C -2.16568 0.36646 -0.78772
N 2.01796 -0.93500 1.35497
H 1.49877 1.11413 -1.26627
H 2.03875 -0.62119 -1.26567
H 3.02463 0.56951 -0.51872
H 1.29974 1.01441 1.27718
H -0.62668 -0.61480 1.33229
H -0.24934 -1.03541 -0.36787
H -1.92957 -0.33338 -1.59655
H -2.70190 1.24187 -1.14434
H -2.81480 -0.16924 -0.08373
H 1.57032 -1.03870 2.26672
H 1.82770 -1.80905 0.84630
C -0.76021 2.86415 -2.89924
C -1.26632 3.14403 -4.31409
C -0.33648 2.53782 -5.35544
O 0.89777 3.20214 -5.34523
C 1.87315 2.66717 -6.19388
N -2.58701 2.46711 -4.36989
H -0.59469 1.80601 -2.67471
H -1.40587 3.34873 -2.16623
H 0.22903 3.29924 -2.72875
H -1.42690 4.21939 -4.40636
H -0.83275 2.74073 -6.31510
H -0.25658 1.46146 -5.18705
H 2.18925 1.63200 -6.04344
H 2.72477 3.34209 -6.27093
H 1.49287 2.72424 -7.22621
H -2.33144 1.57114 -3.95971
H -2.82954 2.24534 -5.33384
O -1.10909 -3.39210 -0.87279
H -0.24043 -3.37027 -0.40779
H -0.99376 -4.02367 -1.59403
C -0.36820 0.97511 5.83962
C -0.25801 0.38928 4.40931
O 0.66357 -0.72484 4.40910
O -1.22737 0.15570 6.58014
H -0.67815 2.02178 5.76316
H 0.60485 0.90250 6.32398
H 0.18093 1.09413 3.70410
H -1.23946 0.01286 4.11569
H 0.49943 -1.25814 5.19757
H -2.09179 -0.04316 6.21860
C -1.80247 3.54855 1.56393
C -1.69969 4.49747 2.75979
O -2.97876 4.87510 3.24340
O -0.53083 3.20552 1.01263
H -2.34212 4.06705 0.76503
H -2.40851 2.69288 1.87271
H -1.19391 5.40954 2.43879
H -1.10232 3.93846 3.48240
H -3.20440 5.70216 2.81266
H -0.57527 2.24729 0.83993
C 1.37082 -4.50459 4.43271
C 2.55224 -3.88313 5.12560
O 3.67345 -3.86172 4.25969
O 0.88482 -3.65765 3.38533
H 0.56414 -4.66788 5.15220
H 1.58265 -5.44664 3.93057
H 2.84229 -4.40592 6.04809
H 2.42953 -2.84795 5.48145
H 4.41841 -3.42275 4.67980
H 0.96266 -2.72700 3.64088
C -2.62427 -1.46637 -4.91589
C -1.89662 -2.38311 -3.95892
O -0.97956 -3.24679 -4.62515
O -1.74594 -0.45210 -5.40492
H -3.37856 -0.91879 -4.34812
H -3.15899 -2.04535 -5.67025
H -2.64576 -2.99396 -3.45807
H -1.45022 -1.81119 -3.14088
H -0.20073 -2.74311 -4.87999
H -1.10503 -0.75652 -6.05401
C -3.40046 -1.55028 2.64255
C -4.83557 -1.96829 2.50450
O -5.61587 -1.34847 3.55484
O -2.75637 -2.26074 3.70207
H -3.27608 -0.47877 2.81367
H -2.89194 -1.92286 1.75008
H -5.01051 -3.04482 2.55589
H -5.25220 -1.58257 1.56606
H -6.45907 -1.80951 3.51790
H -3.04745 -1.86376 4.52919
C 4.46173 3.51352 1.81181
C 4.67413 4.19453 3.16185
O 3.83813 5.31407 3.38564
O 4.52469 4.46245 0.74005
H 3.45094 3.10109 1.82540
H 5.22064 2.75976 1.59677
H 5.74790 4.41923 3.21785
H 4.51728 3.54283 4.02628
H 3.34277 5.48382 2.57517
H 5.31962 4.99551 0.86531
C 2.27396 -4.52120 0.20757
C 3.38198 -3.87545 -0.59204
O 4.02670 -4.77466 -1.45737
O 1.18143 -3.67836 0.62765
H 2.67372 -5.05210 1.07652
H 1.75643 -5.26884 -0.40025
H 4.12529 -3.26899 -0.06237
H 2.92444 -3.07145 -1.18377
H 4.43893 -5.49002 -0.96408
H 1.09468 -3.81574 1.58737
C 6.32682 0.55957 -0.17459
C 6.07662 -0.86561 -0.63526
O 7.30045 -1.60012 -0.75259
O 6.59834 0.63166 1.20999
H 5.42164 1.11472 -0.45757
H 7.12752 1.08190 -0.69370
H 5.59899 -0.98072 -1.60751
H 5.43945 -1.38014 0.09235
H 7.66055 -1.77722 0.12116
H 5.85221 0.27903 1.73508
C 4.18179 -0.06500 4.02141
C 5.46431 0.35912 4.70596
O 6.08741 -0.60929 5.56223
O 4.47052 -0.40090 2.67013
H 3.39817 0.69761 4.05137
H 3.77720 -0.96459 4.50086
H 5.20607 1.18352 5.38101
H 6.23042 0.75558 4.03739
H 6.41347 -0.18901 6.35758
H 3.63046 -0.70305 2.24394
C -6.12002 -0.96889 -2.98435
C -5.96925 -0.50890 -1.52012
O -6.11690 -1.60312 -0.63427
O -7.45652 -0.96828 -3.44369
H -5.62198 -1.93447 -3.11808
H -5.51575 -0.34978 -3.65674
H -6.67376 0.30969 -1.38646
H -4.98696 -0.05050 -1.36916
H -5.34801 -2.19381 -0.75028
H -7.60114 -0.09284 -3.81401
C -4.52492 3.69708 -1.56080
C -5.66069 2.91909 -2.22820
O -5.26106 2.14281 -3.33578
O -3.82299 4.45634 -2.54556
H -3.80540 3.04111 -1.05638
H -4.87879 4.36833 -0.77947
H -6.42553 3.60126 -2.61474
H -6.10737 2.28372 -1.46046
H -4.51343 2.64906 -3.68435
H -3.30551 3.87786 -3.13970
C 2.93320 2.15414 -2.85862
C 3.23860 3.06549 -1.66958
O 2.38814 4.21093 -1.70180
O 3.90565 1.12432 -2.81520
H 2.93970 2.71865 -3.79056
H 1.95231 1.68170 -2.74940
H 4.26733 3.40733 -1.80832
H 3.13971 2.52559 -0.72895
H 2.06765 4.42481 -0.82206
H 3.50293 0.25699 -2.84104
C -4.48121 -4.19209 -1.24908
C -4.00977 -5.14317 -2.34942
O -4.45856 -6.45875 -2.03495
O -3.80343 -2.92722 -1.26190
H -4.33053 -4.58502 -0.23646
H -5.56893 -4.11284 -1.28793
H -2.91839 -5.08378 -2.40936
H -4.42727 -4.95954 -3.33751
H -4.10396 -6.70571 -1.17462
H -2.87324 -3.00366 -0.96840
*
```

Computed properties:
LUMO energy   -0.1 eV
Calculated total energy   -99261.8547 eV
HOMO energy   -9.418 eV
Gap between HOMO and LUMO   9.334 eV

Mulliken population analysis, charges in e, atoms 1 to 2:
1 C -0.941
2 C 0.535

[2]
Molecular formula: C40H40BrCoF5O3PSi2Te
Method: DFT, ωB97M-V/def2-TZVPD

```
! RIJCOSX wB97M-V def2-TZVPD def2/J DEFGRID3
* xyz -1 2
Co 0.76531 0.76867 0.39379
O 2.21187 0.58990 2.70260
C 2.26266 0.42129 1.49862
C 3.50825 -0.23141 0.89808
C 4.77719 -0.11220 1.44078
C 5.84193 -0.75222 0.82355
C 5.62200 -1.54284 -0.30228
C 4.34689 -1.67366 -0.83376
C 3.29105 -0.97149 -0.25922
P 1.49731 -1.06147 -0.60476
C 1.12749 -2.71863 0.11103
C 1.46594 -2.93917 1.44693
C 1.21453 -4.16195 2.04704
C 0.59940 -5.18021 1.32956
C 0.25866 -4.97040 0.00329
C 0.53008 -3.75035 -0.60572
C 1.22043 -1.26864 -2.39284
C -0.10872 -1.35476 -2.81447
C -0.42767 -1.34312 -4.16151
C 0.57887 -1.23297 -5.11270
C 1.89767 -1.11672 -4.70560
C 2.21694 -1.12227 -3.35353
H 4.91518 0.48303 2.33522
H 6.84358 -0.65001 1.22216
H 6.45038 -2.06889 -0.76083
H 4.18454 -2.31672 -1.68970
H 1.92892 -2.15118 2.02952
H 1.49307 -4.31634 3.08220
H 0.38830 -6.13061 1.80360
H -0.21721 -5.75837 -0.56735
H 0.27325 -3.61045 -1.64752
H -0.90015 -1.39939 -2.07638
H -1.46488 -1.39284 -4.46858
H 0.33072 -1.21076 -6.16626
H 2.68276 -0.99551 -5.44178
H 3.24588 -0.98347 -3.05170
F 3.20556 2.35291 -1.16573
C 2.51892 3.17333 -0.32123
C 1.46452 2.68240 0.41239
C 0.87893 3.59460 1.26739
F -0.15374 3.22592 2.05346
C 1.29400 4.90866 1.38789
F 0.71062 5.75439 2.25031
C 2.34438 5.35833 0.60740
F 2.75655 6.63142 0.69518
C 2.96905 4.48142 -0.25721
F 4.00318 4.90716 -1.00111
Br 1.23762 3.00288 -6.97873
C 0.50888 2.86769 -5.22291
C 1.20802 2.16634 -4.25928
C 0.64974 2.02785 -2.99664
C -0.57293 2.60725 -2.69235
C -1.24080 3.33365 -3.67309
C -0.71092 3.46344 -4.94794
C -1.22860 2.44379 -1.33336
O -2.05974 3.28342 -1.00036
O -0.93466 1.38364 -0.66680
H 2.16925 1.72895 -4.48861
H 1.17778 1.47788 -2.23283
H -2.18778 3.79074 -3.41734
H -1.23345 4.01843 -5.71525
C -1.06030 -2.37631 6.04104
Si -1.52604 -0.96995 4.88692
C -0.39406 0.48722 5.15447
C -3.30007 -0.48288 5.23426
C -1.40729 -1.56583 3.12015
Te -1.49435 0.08722 1.73937
C -2.73360 -0.97012 0.35402
Si -4.04955 0.01754 -0.56942
C -5.56879 -1.09639 -0.61778
C -3.53970 0.29923 -2.34897
C -4.48760 1.58965 0.31771
H -1.17304 -2.08428 7.08870
H -0.02143 -2.68104 5.89001
H -1.69490 -3.24914 5.86636
H -0.34953 0.77479 6.20785
H -0.74029 1.35287 4.58286
H 0.62151 0.27365 4.81046
H -3.40621 -0.05196 6.23314
H -3.96701 -1.34669 5.16797
H -3.63763 0.26202 4.50948
H -2.23920 -2.23365 2.88578
H -0.48322 -2.11736 2.94899
H -3.21540 -1.74113 0.95764
H -2.07632 -1.47050 -0.35881
H -5.32869 -2.06692 -1.06169
H -6.36419 -0.64455 -1.21736
H -5.96690 -1.27513 0.38488
H -3.81109 -0.55856 -2.97144
H -2.46420 0.45948 -2.43354
H -4.03372 1.18465 -2.75707
H -4.55873 1.42266 1.39543
H -5.44143 1.98858 -0.03877
H -3.71387 2.34246 0.14258
*
```

Computed properties:
LUMO energy (alpha / beta)   2.2 / 2.2 eV
Calculated total energy   -201870.0448 eV
HOMO energy (alpha / beta)   -4.920 / -5.446 eV
Gap between HOMO and LUMO (alpha / beta)   7.127 / 7.652 eV
ΔE to the lowest compared entry with this formula, charge and spin   7.69 kcal/mol

Mulliken population analysis, charges in e, atoms 1 to 2:
1 Co 0.479
2 O -0.619

[3]
Molecular formula: C5H13NO
Method: DFT, ωB97M-V/def2-TZVPD

```
! RIJCOSX wB97M-V def2-TZVPD def2/J DEFGRID3
* xyz 0 1
C 1.78125 0.89992 0.68182
C 0.97789 -0.42200 0.67397
C 1.70896 -1.43965 -0.20060
C -0.48410 -0.29846 0.24576
N -1.26393 0.34811 1.32023
C -0.69853 0.37199 -1.11084
O -2.06558 0.31188 -1.50594
H 1.21878 1.68749 1.14977
H 2.73496 0.67730 1.15658
H 1.98626 1.23198 -0.34203
H 0.95613 -0.75630 1.70708
H 1.22918 -2.41206 -0.21338
H 1.85443 -0.99225 -1.18626
H 2.73096 -1.56065 0.17268
H -0.88220 -1.32012 0.16487
H -2.24014 0.35052 1.05654
H -0.94799 1.31470 1.40934
H -0.14656 -0.15631 -1.88255
H -0.35014 1.40446 -1.04074
H -2.54836 1.04136 -1.11416
*
```

Computed properties:
LUMO energy   0.9 eV
Calculated total energy   -8933.2612 eV
HOMO energy   -9.379 eV
Structure (SMILES)   CC(C)[C@@H](N)CO
Gap between HOMO and LUMO   10.236 eV
ΔE to the lowest compared entry with this formula, charge and spin   17.29 kcal/mol

natural (NBO) population analysis, charges in e, atoms 1 to 2:
1 C -0.611
2 C -0.217

[4]
Molecular formula: C48H48F8N3
Method: DFT, ωB97M-V/def2-TZVPD

```
! RIJCOSX wB97M-V def2-TZVPD def2/J DEFGRID3
* xyz 1 1
C 0.51226 3.66291 -2.09395
C 1.83596 2.91182 -1.94871
C 2.95993 3.92836 -1.74298
C 2.06977 1.96115 -3.12353
C 2.88980 2.35320 -4.18396
C 2.92598 1.61951 -5.36967
C 2.12136 0.48577 -5.50699
C 1.29929 0.05980 -4.46761
C 0.42616 -1.17998 -4.74677
C 1.25231 -2.45877 -4.83563
C -0.41995 -1.03483 -6.01303
C 1.35443 0.74722 -3.23330
N 0.51084 0.30959 -2.16049
N -0.80497 0.18020 -2.45018
N -1.38741 -0.23632 -1.30362
C -2.76377 -0.62830 -1.29528
C -3.09423 -1.96005 -0.95398
C -2.04770 -3.08560 -0.96425
C -1.85776 -3.63267 -2.38146
C -2.37855 -4.19976 0.02926
C -4.43665 -2.25089 -0.71370
C -5.40949 -1.26951 -0.90699
C -5.06898 -0.00110 -1.37537
C -3.73384 0.33508 -1.61185
C -3.39527 1.73477 -2.15018
C -3.60538 2.82899 -1.10775
C -4.18092 2.05876 -3.42170
C -0.46003 -0.34608 -0.28794
C -0.82951 -0.79657 1.03657
C -1.99631 -0.34137 1.69905
C -2.37567 -0.89766 2.90760
C -3.60551 -0.30895 3.54790
F -4.08363 -1.03388 4.59332
F -3.35152 0.96523 4.01165
F -4.63276 -0.19464 2.63877
C -1.63319 -1.90138 3.52724
C -0.44143 -2.29079 2.91925
C 0.43222 -3.31599 3.58848
F 1.67104 -3.41584 3.00119
F 0.65074 -2.99984 4.90713
F -0.11104 -4.56666 3.55410
C -0.02848 -1.75384 1.71183
C 0.76640 0.03216 -0.79435
C 1.94820 0.15463 -0.06208
H -0.33918 2.98119 -2.19045
H 0.33111 4.30539 -1.22425
H 0.53849 4.30211 -2.98627
H 1.78554 2.28911 -1.05133
H 3.93604 3.43693 -1.68776
H 2.97100 4.66742 -2.55286
H 2.80549 4.47143 -0.80345
H 3.48835 3.26122 -4.08146
H 3.55944 1.94671 -6.19896
H 2.11197 -0.09075 -6.43735
H -0.27088 -1.28017 -3.91280
H 1.85058 -2.59812 -3.92893
H 0.59543 -3.33038 -4.95636
H 1.92365 -2.41391 -5.70337
H -0.98696 -0.09717 -5.99019
H 0.21623 -1.05545 -6.90851
H -1.13181 -1.86917 -6.07812
H -1.09051 -2.65699 -0.64426
H -1.59476 -2.82912 -3.08397
H -1.06473 -4.39263 -2.41368
H -2.79595 -4.09257 -2.72626
H -2.47455 -3.79227 1.04200
H -3.31609 -4.69531 -0.24842
H -1.58493 -4.95836 0.03938
H -4.73190 -3.24681 -0.37537
H -6.45255 -1.50837 -0.69640
H -5.83317 0.76104 -1.55182
H -2.33663 1.72592 -2.42900
H -3.01947 2.62569 -0.20370
H -3.29345 3.80330 -1.50688
H -4.66638 2.89341 -0.83274
H -4.01218 1.28208 -4.17523
H -5.25420 2.11941 -3.20296
H -3.85858 3.02072 -3.83921
H -2.57864 0.47486 1.26971
H -1.95180 -2.34436 4.46341
H 0.90055 -2.08929 1.25475
H 1.96265 -0.28461 0.92409
H 2.81559 0.57083 -0.55485
F 7.50699 -0.89783 6.12166
C 6.41047 -0.65143 5.33732
C 5.70505 -1.73253 4.80447
C 4.53744 -1.47236 4.10093
C 4.03473 -0.14121 3.96285
C 2.68052 0.06751 3.54818
C 1.84649 1.08132 4.14468
C 0.70234 0.66994 4.88767
C -0.07588 1.58574 5.57051
C 0.30633 2.92822 5.53335
F -0.53594 3.84988 6.09115
C 1.45663 3.38326 4.89489
C 2.17280 2.46574 4.13825
C 4.87835 0.91783 4.41217
C 6.04371 0.67548 5.12368
H 6.06960 -2.74827 4.95173
H 3.93319 -2.29826 3.71802
H 2.17057 -0.76664 3.05866
H 0.48551 -0.39907 4.96469
H -0.96624 1.27445 6.11355
H 1.74755 4.42977 4.95709
H 3.01198 2.80195 3.53097
H 4.58079 1.94479 4.23846
H 6.65150 1.49092 5.51284
*
```

Computed properties:
LUMO energy   -5.7 eV
Calculated total energy   -76757.2415 eV
HOMO energy   -8.828 eV
Gap between HOMO and LUMO   3.137 eV
ΔE to the lowest compared entry with this formula, charge and spin   76.89 kcal/mol

Mulliken population analysis, charges in e, atoms 1 to 2:
1 C -0.983
2 C 1.890

[5]
Molecular formula: C6H14NO2
Method: DFT, ωB97M-V/def2-TZVPD

```
! RIJCOSX wB97M-V def2-TZVPD def2/J DEFGRID3
* xyz 1 1
C -0.27216 -1.50159 0.83154
C -0.27457 -0.24912 0.42673
C 0.48997 -2.52900 0.06330
C -0.46684 0.95810 -1.83008
C 1.47922 1.23023 -0.34174
C -1.04616 1.27368 1.69655
N 0.38087 0.29907 -0.72680
O -2.33907 0.87981 1.84922
O -0.21641 1.18433 2.78469
H -0.88016 -1.71508 1.67786
H 0.17796 -3.57610 0.32527
H 1.54929 -2.50089 0.39919
H 0.38691 -2.34947 -0.94099
H 0.17844 1.80588 -2.28696
H -0.68367 0.11681 -2.54296
H -1.36028 1.17242 -1.35488
H 1.20606 2.27917 -0.11952
H 2.23428 0.91321 0.31621
H 2.06868 1.39654 -1.26396
H -0.98385 2.04678 1.04075
H 0.72716 -0.55101 -1.29248
H -2.78462 0.94472 2.79208
H -0.29213 0.32575 3.19913
*
```

Computed properties:
LUMO energy   -2.9 eV
Calculated total energy   -12023.4345 eV
HOMO energy   -12.970 eV
Gap between HOMO and LUMO   10.099 eV
ΔE to the lowest compared entry with this formula, charge and spin   83.35 kcal/mol

natural (NBO) population analysis, charges in e, atoms 1 to 2:
1 C -0.221
2 C 0.026

[6]
Molecular formula: CH2O3P2
Method: DFT, ωB97M-V/def2-TZVPD

```
! RIJCOSX wB97M-V def2-TZVPD def2/J DEFGRID3
* xyz -2 1
C -0.34659 -0.78903 -1.06424
O 1.61565 1.30690 -0.57389
O -0.08158 0.60020 1.30254
O -0.86527 1.92743 -0.83288
P 0.04889 -1.06534 1.46191
P 0.16562 0.91237 -0.49548
H 0.67439 -1.34491 -1.19785
H -1.21110 -1.54762 1.39988
*
```

Computed properties:
LUMO energy (alpha / beta)   7.6 / 7.6 eV
Calculated total energy   -25787.0717 eV
HOMO energy (alpha / beta)   1.118 / 1.118 eV
Gap between HOMO and LUMO (alpha / beta)   6.491 / 6.492 eV
ΔE to the lowest compared entry with this formula, charge and spin   65.65 kcal/mol

natural (NBO) population analysis, charges in e, atoms 1 to 2:
1 C -1.058
2 O -1.213

| no. | largest force on an atom (eV/A) |
| --- | --- |
| 1 | 2.104 |
| 2 | 0.683 |
| 3 | 1.325 |
| 4 | 3.131 |
| 5 | 6.100 |
| 6 | 3.274 |